Entry 1:
Density functional theory data (the ωB97M-V functional and the def2-TZVPD basis) for C3H3FeO2 as an isolated structure at a distorted geometry.

Geometry as XYZ:
```
9
Properties=species:S:1:pos:R:3
C -1.52302 -0.19164 0.14917
C -2.14253 0.85625 -0.42173
H -3.22711 0.88407 -0.59314
H -2.19302 -1.02933 0.39982
H -1.60283 1.75275 -0.74977
O 2.32551 -0.48592 0.47758
C 3.43333 -0.68133 0.16224
O 4.52772 -0.89143 -0.09863
Fe 0.40194 -0.21341 0.67446
```

spin multiplicity: 5
total charge: +1
frontier orbital gap (spin up / spin down): 9.4 / 7.6 eV

Entry 2:
Density functional theory data (the ωB97M-V functional and the def2-TZVPD basis) for a 16-piece molecular cluster, C19H70N20O16 overall at a distorted geometry.

Geometry as XYZ:
```
125
Properties=species:S:1:pos:R:3
C 1.94980 3.19542 -4.93428
C 0.56180 3.06442 -4.28028
O 0.15180 4.22842 -3.56428
H 2.65080 2.38242 -4.76728
H 2.45780 4.03842 -4.59928
H 1.82680 3.21042 -5.98528
H 0.48580 2.13242 -3.63028
H -0.10720 2.90742 -5.10728
H -0.32620 4.89642 -4.10328
C 0.34180 -3.77858 -2.50228
C -0.88020 -4.81058 -2.54028
O -1.91020 -4.16458 -3.21528
H 1.17180 -4.31158 -2.05628
H 0.17380 -2.88958 -1.92628
H 0.80180 -3.44458 -3.44228
H -1.26120 -4.99358 -1.49628
H -0.61820 -5.82958 -3.02428
H -1.65320 -4.06558 -4.13928
C 0.19580 -4.15558 0.82272
C 0.54680 -2.68158 0.75872
O 0.58980 -2.30858 2.19072
H 0.71380 -4.79358 1.52872
H 0.30780 -4.60158 -0.10928
H -0.87220 -4.21558 1.06972
H -0.14620 -2.15158 0.22772
H 1.48080 -2.69458 0.25872
H 0.80380 -1.36858 2.32172
C -0.54420 0.51342 0.68972
O 0.32380 1.01742 1.66272
N -1.75420 0.14242 0.83072
N -0.26820 0.53842 -0.57328
H -1.95420 -0.08158 1.83572
H -2.47120 -0.23958 0.15272
H 0.59980 0.96742 -0.92528
H -0.73720 -0.17258 -1.23228
C -2.88520 -1.30758 -1.68528
O -1.64120 -1.07058 -2.24128
N -3.17620 -2.54858 -1.32328
N -3.67820 -0.34358 -1.29028
H -2.56320 -3.23558 -1.78928
H -4.18220 -2.74058 -1.36328
H -3.27120 0.60542 -1.51928
H -4.57620 -0.40658 -0.78028
C 0.32080 4.03842 0.98772
O 0.65580 3.78842 2.29172
N 1.16180 4.63042 0.24772
N -0.82820 3.81442 0.56672
H 2.14280 4.81942 0.70072
H 1.04180 4.76842 -0.78728
H -1.61320 3.47442 1.16372
H -1.06920 3.66442 -0.39928
C -2.54320 3.08542 -1.92428
O -3.61620 2.49542 -1.27928
N -1.31220 2.73542 -1.78028
N -2.77120 4.05842 -2.80928
H -0.97020 1.94742 -1.21828
H -0.58020 3.20142 -2.36628
H -3.70720 4.35342 -2.93628
H -2.10920 4.56742 -3.42528
C -1.91320 -4.34858 3.95972
O -2.35620 -5.66958 4.10172
N -0.67020 -4.05058 3.88572
N -2.73420 -3.35858 3.73272
H -0.08920 -4.94958 3.94972
H -0.15620 -3.39258 3.19172
H -3.71320 -3.58658 3.78972
H -2.43720 -2.32958 3.60472
C 1.06380 -0.58558 -4.03828
O 1.38280 -0.21658 -2.70328
N -0.06220 -1.12658 -4.25928
N 1.79480 -0.26958 -5.06828
H -0.53620 -1.22358 -3.31228
H -0.38220 -1.72358 -5.07328
H 2.65580 0.23642 -4.95128
H 1.37080 -0.21458 -6.05828
C 4.04580 -1.96258 -1.50428
O 3.36780 -2.96258 -2.13028
N 3.75980 -0.68758 -1.55928
N 5.08980 -2.30558 -0.79928
H 3.02180 -0.26558 -2.13528
H 4.41180 -0.00258 -1.16828
H 5.44680 -3.27158 -0.96228
H 5.83980 -1.63758 -0.41228
C -0.97820 -0.65558 4.27772
O -2.08120 -0.79358 3.37772
N -0.37720 -1.62258 4.98272
N -0.52120 0.51442 4.58772
H -0.57120 -2.56258 4.71972
H 0.55380 -1.41958 5.37072
H -0.89020 1.38842 4.07072
H 0.46180 0.60242 5.02172
C -2.71320 2.79542 2.93472
O -3.74920 3.32242 3.63072
N -2.79420 2.42342 1.68672
N -1.53020 2.58142 3.46772
H -3.70620 2.49242 1.27672
H -2.23820 1.62942 1.25272
H -1.37920 3.09342 4.31772
H -0.79120 2.39842 2.83672
C 3.23680 -0.56058 2.04172
O 2.70280 -0.46758 3.30272
N 2.86980 0.06742 0.97772
N 4.27680 -1.23958 1.76172
H 2.01080 0.59042 0.98172
H 3.08980 -0.30258 0.05072
H 4.80680 -1.57558 2.59772
H 4.64080 -1.49658 0.85572
C 4.14280 2.64242 3.52672
O 3.15680 2.64642 2.53072
H 5.05980 2.24342 3.34272
H 3.71980 1.99942 4.30672
H 4.32080 3.65942 3.89072
H 2.89480 1.76642 2.27872
C -5.09420 -0.71058 2.17172
O -6.10720 -1.54058 2.64172
H -4.29620 -1.31558 1.78372
H -4.75420 0.09442 2.78672
H -5.60120 -0.22158 1.32972
H -6.91920 -1.03258 2.56272
C 2.94980 2.29442 -1.69228
O 1.89880 2.13242 -0.72528
H 3.00880 1.47942 -2.40028
H 3.90780 2.50642 -1.32428
H 2.64380 3.19342 -2.25228
H 1.67680 2.98842 -0.45728
```

total charge: 0
frontier orbital gap: 7.0 eV

Entry 3:
Density functional theory data (the ωB97M-V functional and the def2-TZVPD basis) for C33H32OP2Ru as an isolated structure.

Geometry as XYZ:
```
69
Properties=species:S:1:pos:R:3
Ru -0.14276 0.19582 0.56520
C 1.47084 -2.01736 2.66090
C 0.35653 -1.05050 2.40879
C 0.53338 0.35500 2.63630
C -0.50592 1.26475 2.44093
C -1.73920 0.82142 1.90194
C -1.90794 -0.54086 1.62209
C -0.87345 -1.47466 1.91791
H 2.44461 -1.56412 2.47796
H 1.36847 -2.91047 2.04784
H 1.44412 -2.32208 3.70938
H 1.49989 0.71279 2.96888
H -0.34234 2.31556 2.62960
H -2.52634 1.52531 1.67253
H -2.81909 -0.88813 1.15453
H -1.00860 -2.51186 1.64197
C 2.07327 1.92047 -0.43627
C 2.06454 0.40621 -0.72086
P 1.38174 0.17025 -2.45632
C 0.39526 -1.38365 -2.23806
C -1.08691 -1.22034 -2.29689
C -1.91829 -2.38208 -2.61254
C -1.35479 -3.59330 -2.69717
C 0.08758 -3.77052 -2.61486
C 0.92360 -2.73501 -2.46633
C 2.81401 -0.42942 -3.40781
C 2.49874 -0.78291 -4.72363
C 3.48305 -1.23761 -5.58450
C 4.80008 -1.31313 -5.15076
C 5.12612 -0.93329 -3.85843
C 4.13809 -0.49459 -2.98633
P 0.28380 2.35366 -0.40219
C -0.38481 2.90309 -1.97330
C -1.66393 2.49875 -2.33742
C -2.22419 2.96424 -3.51924
C -1.50196 3.82708 -4.32967
C -0.22911 4.24450 -3.95506
C 0.32987 3.79277 -2.77240
C 0.06952 3.78069 0.68359
C -1.23329 4.26355 0.84344
C -1.47750 5.34585 1.67008
C -0.42294 5.96330 2.33477
C 0.87228 5.50216 2.16325
C 1.12302 4.41031 1.34009
H 2.66215 2.47484 -1.16884
H 2.46620 2.13549 0.55785
H 1.65468 -0.21088 0.15469
H 3.06471 -0.03333 -0.68594
H -1.47022 -0.22904 -2.50385
H -2.96906 -2.22766 -2.81584
H -1.96106 -4.46095 -2.92115
H 0.48662 -4.76523 -2.76445
H 1.99657 -2.85171 -2.54134
H 1.47624 -0.70044 -5.07933
H 3.22633 -1.52017 -6.59645
H 5.57325 -1.65668 -5.82442
H 6.15386 -0.97600 -3.52407
H 4.43555 -0.19898 -1.98812
H -2.22759 1.82846 -1.69585
H -3.22148 2.65739 -3.80482
H -1.93372 4.18756 -5.25350
H 0.32276 4.92804 -4.58587
H 1.31678 4.13163 -2.47936
H -2.05447 3.80923 0.29873
H -2.48591 5.71924 1.78721
H -0.61287 6.81380 2.97528
H 1.69504 5.99555 2.66263
H 2.14505 4.07909 1.21162
O -0.40556 -1.26637 -0.98426
```

total charge: +2
frontier orbital gap: 7.0 eV